# 1
C11H24IN4O3 | ωB97M-V with the def2-TZVPD basis set

Each line ends with the natural charge from an NBO analysis.
Element x y z (Å)
C1 4.119 3.000 -2.445  -0.057
C2 2.946 3.089 -2.611  0.031
N1 1.574 3.188 -2.839  -0.720
I1 0.637 1.276 -2.931  0.519
H1 5.178 2.944 -2.343  0.277
H2 1.142 3.746 -2.095  0.467
H3 1.426 3.661 -3.735  0.465
C3 2.048 -0.337 0.202  -0.722
C4 2.025 -0.289 1.713  0.672
O1 2.138 0.763 2.323  -0.641
N2 1.872 -1.465 2.365  -0.606
C5 1.718 -2.794 1.800  -0.416
H4 2.185 0.680 -0.156  0.212
H5 2.869 -0.952 -0.164  0.238
H6 1.110 -0.738 -0.186  0.231
H7 1.869 -1.372 3.369  0.406
H8 0.770 -3.234 2.111  0.203
H9 2.526 -3.447 2.132  0.205
H10 1.735 -2.751 0.715  0.216
C6 -0.720 -4.435 -3.393  -0.724
C7 -0.607 -3.017 -2.900  0.687
O2 0.427 -2.571 -2.408  -0.663
N3 -1.690 -2.212 -3.012  -0.604
C8 -3.003 -2.486 -3.566  -0.415
H11 0.232 -4.930 -3.229  0.253
H12 -1.500 -4.972 -2.853  0.239
H13 -0.954 -4.455 -4.457  0.237
H14 -1.495 -1.306 -2.619  0.375
H15 -3.217 -1.817 -4.399  0.203
H16 -3.775 -2.351 -2.808  0.211
H17 -3.047 -3.509 -3.926  0.221
C9 -1.653 1.507 2.655  -0.721
C10 -2.722 2.403 3.239  0.672
O3 -3.907 2.196 3.048  -0.624
N4 -2.304 3.457 3.989  -0.616
C11 -0.945 3.840 4.320  -0.414
H18 -2.140 0.715 2.094  0.236
H19 -1.006 2.074 1.983  0.216
H20 -1.044 1.058 3.440  0.235
H21 -3.059 4.017 4.352  0.403
H22 -0.795 3.831 5.401  0.203
H23 -0.728 4.845 3.954  0.194
H24 -0.236 3.150 3.873  0.216

Properties
charge = +1
HOMO energy = -11.10 eV
frontier orbital gap = 4.8 eV
LUMO energy = -6.2849 eV

# 2
C6H11N3 | ωB97M-V with the def2-TZVPD basis set

Each line ends with the natural charge from an NBO analysis.
Element x y z (Å)
C1 1.354 2.281 -1.333  -0.434
N1 0.677 1.125 -0.815  -0.298
C2 1.006 -0.087 -0.796  0.183
N2 0.267 -1.092 -0.337  -0.220
C3 0.816 -2.373 -0.624  -0.448
C4 -0.854 -1.064 0.349  0.371
N3 -1.326 -0.064 1.042  -0.286
C5 -1.211 1.029 1.682  0.442
C6 -2.411 0.344 1.825  -0.224
H1 0.608 2.787 -1.817  0.255
H2 2.198 1.974 -1.917  0.224
H3 1.601 2.946 -0.444  0.263
H4 2.137 -0.298 -1.036  0.215
H5 0.498 -3.134 0.095  0.266
H6 0.555 -2.593 -1.678  0.279
H7 1.907 -2.246 -0.824  0.284
H8 -1.471 -1.950 0.496  0.273
H9 -0.451 1.703 1.966  0.296
H10 -2.691 -0.087 2.863  0.293
H11 -3.210 0.798 1.303  0.268

Properties
charge = +2
HOMO energy (spin up / spin down) = -18.25 / -18.25 eV
SMILES = C/N=C/[N+](C)=C\[N+]1=CC1
frontier orbital gap (spin up / spin down) = 6.7 / 6.7 eV
LUMO energy (spin up / spin down) = -11.5326 / -11.5302 eV

# 3
C27H42CsGeN2O5PS | ωB97M-V with the def2-TZVPD basis set

Each line ends with the Mulliken charge.
Element x y z (Å)
Cs1 -0.020 -0.013 0.451  1.153
C1 -0.502 6.364 -3.414  -1.095
N1 0.516 5.426 -2.998  0.107
C2 1.165 5.708 -1.730  -1.238
C3 0.571 4.201 -3.609  0.667
O1 -0.093 3.934 -4.591  -0.696
C4 1.551 3.229 -2.973  0.049
O2 1.376 1.942 -3.494  -0.246
C5 2.100 1.024 -2.705  0.572
C6 1.556 -0.383 -2.862  0.374
O3 0.793 -0.700 -3.759  -0.690
N2 1.985 -1.260 -1.915  0.282
C7 1.513 -2.637 -1.947  -0.829
C8 3.045 -0.989 -0.951  -0.521
H1 -0.059 7.344 -3.609  0.307
H2 -1.265 6.479 -2.637  0.333
H3 -0.972 5.990 -4.318  0.357
H4 1.250 6.791 -1.626  0.350
H5 2.168 5.291 -1.691  0.300
H6 0.605 5.319 -0.877  0.587
H7 1.421 3.222 -1.883  -0.203
H8 2.572 3.605 -3.162  0.230
H9 2.073 1.341 -1.651  -0.613
H10 3.162 1.021 -3.002  0.223
H11 0.620 -2.689 -2.564  0.170
H12 1.298 -2.959 -0.926  0.125
H13 2.280 -3.292 -2.375  0.352
H14 3.085 0.060 -0.662  0.081
H15 4.023 -1.271 -1.358  0.178
H16 2.849 -1.569 -0.049  0.222
O4 -1.977 -0.613 2.893  -0.683
C9 -1.475 -1.690 2.502  -0.426
O5 -1.472 -2.082 1.306  -0.359
C10 -0.790 -2.572 3.533  0.197
C11 -1.488 -2.782 4.717  -0.495
C12 -1.018 -3.616 5.720  -0.599
C13 0.210 -4.242 5.530  -0.435
C14 0.931 -4.013 4.375  -0.638
C15 0.475 -3.174 3.341  0.562
S1 1.543 -2.900 1.971  -0.641
H17 -2.430 -2.259 4.836  0.378
H18 -1.590 -3.769 6.628  0.336
H19 0.611 -4.901 6.295  0.317
H20 1.901 -4.479 4.242  0.312
C16 -3.072 -1.756 -3.331  -1.466
P1 -2.475 -1.859 -1.587  0.895
C17 -3.957 -1.269 -0.672  -1.157
C18 -2.632 -3.679 -1.293  0.039
C19 -3.690 -4.423 -1.817  -0.176
C20 -3.787 -5.789 -1.597  -0.735
C21 -2.819 -6.436 -0.841  -0.340
C22 -1.766 -5.708 -0.307  -0.918
C23 -1.672 -4.340 -0.529  -0.104
H21 -4.046 -2.212 -3.515  0.380
H22 -2.325 -2.216 -3.978  0.341
H23 -3.120 -0.699 -3.599  0.417
H24 -4.855 -1.845 -0.907  0.370
H25 -4.127 -0.213 -0.895  0.404
H26 -3.721 -1.364 0.390  0.210
H27 -4.460 -3.932 -2.401  0.164
H28 -4.619 -6.348 -2.011  0.354
H29 -2.890 -7.503 -0.663  0.348
H30 -1.013 -6.196 0.299  0.455
H31 -0.874 -3.774 -0.062  0.518
C24 0.373 4.613 2.099  -1.252
Ge1 1.809 3.250 2.248  0.478
C25 3.098 4.151 3.493  -1.318
C26 1.089 1.782 3.346  -1.204
C27 2.366 2.694 0.512  -0.690
H32 0.001 4.907 3.083  0.385
H33 -0.465 4.231 1.514  0.306
H34 0.753 5.509 1.602  0.300
H35 2.604 4.478 4.412  0.348
H36 3.543 5.024 3.009  0.334
H37 3.906 3.466 3.760  0.363
H38 1.043 2.077 4.396  0.335
H39 1.711 0.886 3.277  0.370
H40 0.074 1.507 3.054  0.281
H41 3.203 1.981 0.570  0.202
H42 2.717 3.564 -0.063  0.049

Properties
charge = -2
HOMO energy = -1.27 eV
frontier orbital gap = 5.1 eV
LUMO energy = 3.8665 eV

# 4
C22H22LiN3O3 | ωB97M-V with the def2-TZVPD basis set

Each line ends with the natural charge from an NBO analysis.
Element x y z (Å)
C1 7.071 1.084 4.134  -0.626
C2 5.608 1.217 3.820  -0.074
O1 5.118 -0.123 3.538  -0.490
C3 3.786 -0.170 3.363  0.784
C4 3.278 -1.497 3.160  -0.274
C5 2.111 -1.898 3.815  0.151
C6 1.707 -3.326 3.930  -0.682
N1 1.337 -0.923 4.300  -0.281
N2 0.302 -1.299 5.058  -0.404
C7 -0.599 -0.253 5.147  0.739
N3 -1.602 -0.563 6.015  -0.584
C8 -2.667 0.273 6.344  0.151
C9 -3.242 0.183 7.626  -0.244
C10 -4.334 0.988 7.955  -0.199
C11 -4.873 1.869 7.004  -0.231
C12 -4.290 1.967 5.732  -0.194
C13 -3.178 1.186 5.409  -0.233
O2 -0.490 0.847 4.537  -0.774
O3 3.130 0.894 3.338  -0.746
H1 7.467 2.079 4.352  0.218
H2 7.239 0.453 5.014  0.212
H3 7.631 0.663 3.293  0.219
H4 5.061 1.613 4.686  0.190
H5 5.440 1.846 2.936  0.207
H6 3.979 -2.244 2.807  0.240
H7 2.552 -3.924 4.281  0.224
H8 0.878 -3.389 4.644  0.257
H9 1.378 -3.739 2.969  0.233
H10 -1.410 -1.414 6.534  0.421
H11 -2.805 -0.509 8.349  0.211
H12 -4.767 0.920 8.954  0.217
H13 -5.747 2.476 7.254  0.216
H14 -4.699 2.648 4.985  0.218
H15 -2.696 1.283 4.437  0.246
C14 2.387 1.019 -1.074  -0.195
Li1 1.306 1.064 3.809  0.932
C15 1.735 0.144 -0.169  -0.292
C16 2.721 -0.576 0.564  -0.208
C17 4.013 -0.147 0.118  -0.039
C18 3.797 0.883 -0.903  -0.115
C19 4.887 1.484 -1.535  -0.176
C20 6.182 1.096 -1.175  -0.243
C21 6.395 0.097 -0.204  -0.239
C22 5.320 -0.535 0.424  -0.211
H16 1.927 1.690 -1.794  0.212
H17 0.657 0.024 -0.043  0.215
H18 2.526 -1.425 1.216  0.216
H19 4.704 2.234 -2.309  0.208
H20 7.040 1.556 -1.662  0.209
H21 7.413 -0.201 0.053  0.208
H22 5.483 -1.356 1.122  0.201

Properties
HOMO energy = -5.97 eV
frontier orbital gap = 3.5 eV
LUMO energy = -2.4820 eV